Formula: C2H2BrI
Source: the Open Molecules 2025 dataset
Level of theory: ωB97M-V with the def2-TZVPD basis set

## Properties
relative energy (zero: lowest compared OMol25 entry of this formula, charge and spin) = 152.55 kcal/mol
HOMO-LUMO gap (alpha / beta) = 7.38 / 7.34 eV
E_LUMO (alpha / beta) = -1.2634 / -1.4638 eV
calculated total energy = -80241.5633 eV

Last column: Mulliken charge in e.
Cartesian coordinates (Å):
C -0.062502 -1.491747 0.347700  -0.4209
C -0.206498 1.278835 -0.499846  -0.1863
Br 0.410170 1.424201 -2.209933  0.0363
I 0.836471 2.364102 0.921029  0.1279
H -0.224690 -1.295522 1.415382  0.2211
H -0.752952 -2.279868 0.025669  0.2220

Forces on the atoms, in the same order (eV/Å):
C 0.3 0.4 -0.1
C -0.6 -0.7 0.7
Br 0.4 0.2 -0.5
I 0.2 0.1 -0.1
H -0.1 0.0 0.0
H -0.2 0.1 -0.1

***

Formula: C2H2BrINO2
Source: the Open Molecules 2025 dataset
Level of theory: ωB97M-V with the def2-TZVPD basis set

## Properties
relative energy (zero: lowest compared OMol25 entry of this formula, charge and spin) = 11.20 kcal/mol
HOMO-LUMO gap = 6.49 eV
E_LUMO = 2.7825 eV
total charge = -1
calculated total energy = -85836.2194 eV

Last column: Mulliken charge in e.
Cartesian coordinates (Å):
C -1.991742 -2.392498 -0.840752  0.7063
C 1.845968 -0.479523 0.373320  -0.2354
N 1.137584 -0.942558 -0.568771  -0.3085
O -2.492282 -1.856439 0.028052  -0.3473
O -1.523003 -2.965985 -1.723769  -0.3703
Br 2.022751 -1.829406 -1.912163  -0.1318
I 3.356251 -0.507711 2.897714  -0.8297
H 1.363010 -0.135428 1.178749  0.3407
H 2.941520 -0.575369 0.440216  0.1761

Forces on the atoms, in the same order (eV/Å):
C 0.8 -0.9 -1.2
C 2.3 -2.0 -3.8
N -1.3 0.3 0.8
O -1.1 1.3 1.9
O 0.3 -0.4 -0.7
Br 0.7 -0.3 -0.8
I 0.7 -0.1 1.5
H -1.9 1.8 2.7
H -0.6 0.3 -0.3

***

Formula: C2H2BrO2S2
Source: the Open Molecules 2025 dataset
Level of theory: ωB97M-V with the def2-TZVPD basis set

## Properties
relative energy (zero: lowest compared OMol25 entry of this formula, charge and spin) = 62.91 kcal/mol
HOMO-LUMO gap (alpha / beta) = 4.51 / 5.63 eV
spin multiplicity = 3
E_LUMO (alpha / beta) = 3.2186 / 0.8108 eV
total charge = -1
calculated total energy = -97911.7159 eV

Last column: Mulliken charge in e.
Cartesian coordinates (Å):
C -0.274061 -1.571914 -0.398525  0.4251
C -0.756333 -0.284239 -1.283599  0.1202
O 0.901517 -1.950726 -0.539543  -0.6408
O -1.159335 -2.140586 0.236851  -0.6207
S 0.659183 0.301904 -2.028506  -0.4390
S -1.563875 0.990581 -0.003055  -0.2457
Br -2.153550 -0.697438 -2.529554  -0.1335
H 1.336454 -0.761801 -1.243723  0.3092
H -2.327976 -0.066902 0.648488  0.2252

Forces on the atoms, in the same order (eV/Å):
C -2.2 -0.8 -0.8
C 1.1 -2.6 0.5
O 1.4 0.6 0.2
O -0.4 0.3 0.5
S 1.5 1.1 -0.5
S -1.7 0.9 2.3
Br -0.8 -0.4 -0.3
H -0.2 0.0 -0.5
H 1.3 0.8 -1.3

***

Formula: C2H2BrP
Source: the Open Molecules 2025 dataset
Level of theory: ωB97M-V with the def2-TZVPD basis set

## Properties
relative energy (zero: lowest compared OMol25 entry of this formula, charge and spin) = 58.79 kcal/mol
HOMO-LUMO gap (alpha / beta) = 6.27 / 6.28 eV
spin multiplicity = 3
E_LUMO (alpha / beta) = 0.5616 / -3.9896 eV
calculated total energy = -81430.9545 eV

Last column: Mulliken charge in e.
Cartesian coordinates (Å):
C 0.547494 -0.005892 -0.333604  -0.6161
C 1.508324 -0.731913 -0.581208  0.1561
P -1.052533 1.202382 0.022534  0.0704
Br -2.575572 -0.362503 0.263930  -0.0823
H -0.754392 1.258310 1.403148  0.1183
H 2.326679 -1.360386 -0.774798  0.3536

Forces on the atoms, in the same order (eV/Å):
C -1.1 1.2 -0.3
C -2.4 1.8 0.6
P 6.6 -0.4 -0.4
Br -3.2 -2.8 0.3
H -0.4 0.6 -0.1
H 0.5 -0.4 -0.1

***

Formula: C2H2CdO3
Source: the Open Molecules 2025 dataset
Level of theory: ωB97M-V with the def2-TZVPD basis set

## Properties
relative energy (zero: lowest compared OMol25 entry of this formula, charge and spin) = 128.36 kcal/mol
HOMO-LUMO gap (alpha / beta) = 6.59 / 7.22 eV
E_LUMO (alpha / beta) = -13.4045 / -13.8076 eV
total charge = +2
calculated total energy = -12779.3577 eV

Last column: Mulliken charge in e.
Cartesian coordinates (Å):
H -1.093961 0.248568 1.451975  0.3792
O -0.836892 -1.557573 0.502753  -0.0157
O 0.416986 -1.498061 -0.198254  -0.0447
C -0.850468 -0.113242 0.448826  0.1897
C 0.116022 -0.240532 -0.567962  0.3354
Cd 2.540804 0.076544 -0.415112  1.1120
O 0.038690 1.341135 -0.210650  -0.3981
H -0.331179 1.743163 -1.011574  0.4422

Forces on the atoms, in the same order (eV/Å):
H -0.7 0.9 -0.6
O -0.8 -0.4 2.2
O 0.2 -0.5 -1.2
C -1.3 -7.2 0.4
C -2.1 3.8 1.7
Cd 0.9 0.4 -0.3
O 3.5 2.3 -1.2
H 0.3 0.6 -0.9

***

Formula: C2H2Cl2F2
Source: the Open Molecules 2025 dataset
Level of theory: ωB97M-V with the def2-TZVPD basis set

## Properties
relative energy (zero: lowest compared OMol25 entry of this formula, charge and spin) = 58.41 kcal/mol
HOMO-LUMO gap = 11.21 eV
E_LUMO = -0.2019 eV
calculated total energy = -32583.6936 eV

Last column: Mulliken charge in e.
Cartesian coordinates (Å):
C 0.670124 -0.354936 -0.143543  0.1966
C -0.682929 0.308108 0.178052  -0.0104
H 1.015519 -0.847453 1.024420  0.2672
H -0.335921 0.644842 1.259324  0.2756
F 0.466314 -1.356648 -1.265063  -0.2696
F 1.636048 0.671298 -0.630877  -0.2395
Cl -1.749354 -1.084936 0.248053  -0.0824
Cl -1.019802 2.019724 -0.670366  -0.1375

Forces on the atoms, in the same order (eV/Å):
C 1.5 -0.2 -1.4
C 2.5 1.7 2.1
H -0.4 1.0 -4.3
H -1.8 -0.3 -2.0
F 1.5 2.8 3.2
F -2.4 -3.3 1.5
Cl -0.9 1.2 0.0
Cl 0.0 -2.9 0.8

***

Formula: C2H2Cl2FNS
Source: the Open Molecules 2025 dataset
Level of theory: ωB97M-V with the def2-TZVPD basis set

## Properties
relative energy (zero: lowest compared OMol25 entry of this formula, charge and spin) = 0.00 kcal/mol
HOMO-LUMO gap = 8.84 eV
E_LUMO = 0.0214 eV
calculated total energy = -42193.7659 eV

Last column: Mulliken charge in e.
Cartesian coordinates (Å):
C -0.846075 -0.551414 -0.147238  0.0406
C 0.496465 0.123444 0.191248  0.6041
H -1.743057 -2.105138 -0.863178  0.2065
H -0.014872 -2.214610 -0.950123  0.2088
N -0.845505 -1.699982 -0.712968  -0.2956
F 0.459681 0.537868 1.509502  -0.1968
S -2.315092 0.174620 0.222713  -0.2990
Cl 0.646079 1.616522 -0.711117  -0.0978
Cl 1.864419 -0.960481 0.087064  -0.1707

Forces on the atoms, in the same order (eV/Å):
C -1.7 2.7 1.5
C -0.7 0.8 1.4
H -0.4 -0.3 -0.2
H 0.1 0.0 0.0
N 0.9 -2.3 -1.2
F -0.1 -0.6 -0.6
S 1.2 0.0 0.0
Cl 0.4 -0.2 -0.6
Cl 0.4 -0.1 -0.4

***

Formula: C2H2Cl2N2
Source: the Open Molecules 2025 dataset
Level of theory: ωB97M-V with the def2-TZVPD basis set

## Properties
relative energy (zero: lowest compared OMol25 entry of this formula, charge and spin) = 36.15 kcal/mol
HOMO-LUMO gap = 10.48 eV
E_LUMO = 0.1776 eV
calculated total energy = -30127.9146 eV

Last column: Mulliken charge in e.
Cartesian coordinates (Å):
C -0.830964 -0.077113 0.105632  0.5772
C 1.059572 -0.258202 -0.062361  -0.4712
N -1.384798 1.208220 -0.197494  -0.2373
N -1.327483 0.916936 0.989365  -0.1752
Cl -1.667378 -1.445929 -0.440199  -0.1884
Cl 1.683420 1.285208 -0.497864  -0.1412
H 1.212482 -0.878697 -0.836737  0.3224
H 1.255151 -0.750423 0.939655  0.3136

Forces on the atoms, in the same order (eV/Å):
C 4.7 0.4 -1.2
C -5.0 1.1 3.9
N 0.3 0.4 -0.5
N -0.5 -0.2 1.0
Cl -0.6 -0.9 0.1
Cl 0.4 0.4 0.5
H 0.3 -2.4 -2.5
H 0.5 1.2 -1.2

***

Formula: C2H2Cl2O
Source: the Open Molecules 2025 dataset
Level of theory: ωB97M-V with the def2-TZVPD basis set

## Properties
relative energy (zero: lowest compared OMol25 entry of this formula, charge and spin) = 150.65 kcal/mol
HOMO-LUMO gap = 9.07 eV
E_LUMO = -1.6362 eV
calculated total energy = -29191.9535 eV

Last column: Mulliken charge in e.
Cartesian coordinates (Å):
C -0.075173 -0.362580 -0.528431  0.1386
C 0.193184 0.366527 0.844896  -0.0825
H -0.927990 -1.085753 -0.378486  0.2807
H -0.703323 -0.096252 2.257625  0.2939
O 1.413799 1.279750 0.692271  -0.3955
Cl 1.349454 -0.781507 -1.213695  -0.0558
Cl -1.249951 0.679814 -1.674180  -0.1793

Forces on the atoms, in the same order (eV/Å):
C -4.8 1.2 2.1
C 6.6 4.9 -0.1
H 1.9 -0.1 0.0
H 2.4 1.4 -3.7
O -9.0 -6.2 2.2
Cl 1.6 -1.1 -1.4
Cl 1.3 -0.2 1.0

***

Formula: C2H2Cl2O2
Source: the Open Molecules 2025 dataset
Level of theory: ωB97M-V with the def2-TZVPD basis set

## Properties
relative energy (zero: lowest compared OMol25 entry of this formula, charge and spin) = 8.89 kcal/mol
HOMO-LUMO gap = 11.87 eV
E_LUMO = 0.6015 eV
calculated total energy = -31246.6205 eV

Last column: Mulliken charge in e.
Cartesian coordinates (Å):
C -1.975746 -0.183577 0.510650  0.7252
C 1.348474 0.098587 -0.293527  -0.2867
O -2.541736 0.178285 -0.429975  -0.3842
O -1.487936 -0.579359 1.461186  -0.3582
Cl 0.458229 1.582228 -0.080900  -0.1417
Cl 0.468840 -1.413289 -0.994147  -0.1654
H 1.609145 -0.074531 0.740329  0.2793
H 2.120733 0.391655 -0.913615  0.3317

Forces on the atoms, in the same order (eV/Å):
C -1.3 0.3 -1.4
C -1.8 -1.1 1.2
O 0.0 0.3 -0.4
O 1.1 -0.6 1.9
Cl -1.1 0.6 -0.4
Cl 0.9 1.8 0.6
H 0.5 -1.0 -0.2
H 1.7 -0.3 -1.3